Record 1
Formula: C4H13N3
Source: OMol25
Level of theory: wB97M-V/def2-TZVPD

Structure (ORCA input):
```
! RIJCOSX wB97M-V def2-TZVPD def2/J DEFGRID3
* xyz 0 1
N 0.0872 -2.7363 -1.6015
C 0.1739 -1.3297 -2.0099
C -0.6577 -0.4365 -1.1030
N -0.0721 -0.1996 0.1939
C -0.7935 0.7134 1.0693
C -0.1317 2.0644 1.3599
N 1.1666 1.7799 1.9737
H 0.9828 -3.1542 -1.8449
H 0.1265 -2.8333 -0.5903
H -0.0525 -1.1277 -3.0531
H 1.2093 -0.9758 -1.8705
H -0.7132 0.4937 -1.7060
H -1.6847 -0.8018 -1.0331
H 0.9033 0.0495 0.0746
H -1.7008 0.9169 0.5029
H -0.9102 0.2431 2.0528
H 0.0986 2.4625 0.3651
H -0.8051 2.7152 1.9173
H 1.1255 1.0835 2.7014
H 1.6709 2.6185 2.2089
*
```

Its structure (SMILES) is NCCNCCN. The electronic energy comes out at -324.4352 Eh. The value obtained for the HOMO energy is -8.50 eV. Its LUMO energy is 1.133 eV. The energy relative to the best compared isomer or geometry (same formula, charge and spin) is 104.2 kJ/mol.


Record 2
Formula: C4H13N3
Source: OMol25
Level of theory: wB97M-V/def2-TZVPD

Structure (ORCA input):
```
! RIJCOSX wB97M-V def2-TZVPD def2/J DEFGRID3
* xyz 0 1
C 0.8151 0.8499 -0.3122
N 1.0805 0.9556 1.0946
C 1.9744 0.0252 1.6994
N 1.6630 -1.4186 1.6332
C -0.7002 0.8145 -0.6594
N -1.0876 -0.3964 -1.3317
C -2.5138 -0.5225 -1.6178
H 1.2818 -0.0201 -0.7566
H 1.1485 1.7324 -0.8715
H 0.2983 1.2623 1.6457
H 2.9638 0.1468 1.2786
H 2.1514 0.2355 2.7545
H 0.6682 -1.5347 1.8325
H 1.7410 -1.7003 0.6571
H -1.2461 0.9932 0.2807
H -0.8450 1.6637 -1.3119
H -0.6932 -1.2683 -1.0085
H -2.5922 -1.0705 -2.5567
H -3.0342 -1.1518 -0.8983
H -3.0734 0.4043 -1.5517
*
```

Its structure (SMILES) is CNCCNCN. The electronic energy comes out at -324.4230 Eh. The value obtained for the HOMO energy is -8.48 eV. Its LUMO energy is 1.056 eV. The energy relative to the best compared isomer or geometry (same formula, charge and spin) is 136.5 kJ/mol.


Record 3
Formula: C4H13N3
Source: OMol25
Level of theory: wB97M-V/def2-TZVPD

Structure (ORCA input):
```
! RIJCOSX wB97M-V def2-TZVPD def2/J DEFGRID3
* xyz 0 1
C 0.4925 -0.9971 -0.8601
C -1.2059 1.9376 -0.0915
C -0.2307 0.8062 1.6980
C 0.2430 -2.1193 0.1007
N -1.0108 0.7444 0.6830
N -0.4061 -0.9101 -1.8904
N 1.5910 -0.3321 -0.7809
H -0.3815 -0.0854 -2.4702
H 1.7135 0.3540 -1.5232
H 2.1341 0.1159 0.6979
H -1.3358 -1.2564 -1.7149
H -1.0217 2.8700 0.4600
H -0.5288 1.9298 -0.9571
H -2.2252 1.9643 -0.4838
H -0.3310 -0.0138 2.4007
H -0.0809 1.7545 2.2273
H 2.0357 0.4373 1.5105
H -0.7677 -2.0569 0.4988
H 0.9618 -2.0705 0.9137
H 0.3545 -3.0724 -0.4184
*
```

The electronic energy comes out at -324.3672 Eh. The value obtained for the HOMO energy is -8.89 eV. Its LUMO energy is 0.971 eV. The energy relative to the best compared isomer or geometry (same formula, charge and spin) is 282.9 kJ/mol.


Record 4
Formula: C4H13N3
Source: OMol25
Level of theory: wB97M-V/def2-TZVPD

Structure (ORCA input):
```
! RIJCOSX wB97M-V def2-TZVPD def2/J DEFGRID3
* xyz 0 1
C 2.7230 0.8057 0.4995
C -1.1435 1.1827 -1.0552
C -1.9581 0.1391 0.9426
C -0.4365 -2.3430 -0.0133
N 1.3761 0.8098 -0.1398
N -0.7923 0.8396 0.2931
N 0.3786 0.2548 0.5930
H 2.8403 -0.2655 0.8341
H 3.5158 0.8865 -0.3663
H 2.7593 1.4682 1.3151
H -0.3605 1.4776 -1.7047
H -1.6552 0.3392 -1.6282
H -1.8057 2.1115 -0.9475
H -1.8047 -0.9418 0.7686
H -1.8638 0.2470 1.9343
H -2.9482 0.5720 0.5011
H 0.5490 -2.5892 0.0778
H -1.1490 -2.7507 0.6607
H -0.5731 -1.9148 -0.9736
H 1.1857 1.4704 -0.8568
*
```

The electronic energy comes out at -324.2326 Eh. The value obtained for the HOMO energy (alpha / beta) is -7.90 / -6.20 eV. Its LUMO energy (alpha / beta) is 0.987 / 0.748 eV. The energy relative to the best compared isomer or geometry (same formula, charge and spin) is 636.3 kJ/mol.


Record 5
Formula: C4H13N3
Source: OMol25
Level of theory: wB97M-V/def2-TZVPD

Structure (ORCA input):
```
! RIJCOSX wB97M-V def2-TZVPD def2/J DEFGRID3
* xyz 1 2
C 0.1075 0.3155 0.5051
N -1.0829 -0.2789 -0.0672
C -2.2265 0.4441 -0.4880
N -1.9117 1.6184 -1.2221
C 1.2147 -0.7183 0.6665
C 1.5982 -1.2788 -0.6989
N 2.2954 -0.1061 1.4158
H -0.2386 0.7679 1.4386
H 0.5041 1.0701 -0.1757
H -1.2992 -1.1994 0.3198
H -2.7189 0.7767 0.4252
H -2.9101 -0.2733 -0.9620
H -1.4399 1.4101 -2.0959
H -2.7395 2.1608 -1.4261
H 0.8327 -1.6107 1.1929
H 2.5537 -1.8073 -0.6388
H 0.8599 -1.9977 -1.0724
H 1.6802 -0.5220 -1.4854
H 1.9301 0.0473 2.3541
H 3.0084 -0.7877 1.5398
*
```

The electronic energy comes out at -324.1525 Eh. The value obtained for the HOMO energy (alpha / beta) is -13.53 / -13.52 eV. Its LUMO energy (alpha / beta) is -3.162 / -7.689 eV. Its expectation value of S² is 0.754. The energy relative to the best compared isomer or geometry (same formula, charge and spin) is 35.3 kJ/mol.


Record 6
Formula: C4H13N3
Source: OMol25
Level of theory: wB97M-V/def2-TZVPD

Structure (ORCA input):
```
! RIJCOSX wB97M-V def2-TZVPD def2/J DEFGRID3
* xyz 2 1
C -1.4329 0.5936 0.5751
C -0.0654 -0.0215 0.8542
C 0.6999 -0.3168 -0.4262
C 1.5300 0.6159 -0.9353
N 2.3760 0.4277 -1.9542
N 0.7484 -1.7592 -0.7915
N -2.3255 0.7957 1.7645
H -1.4984 1.3883 -0.1686
H -1.9505 -0.0875 -0.1173
H 0.5138 0.6790 1.4569
H -0.0916 -0.8638 1.5528
H 1.5458 1.6047 -0.5877
H 2.8718 1.1832 -2.3912
H 2.6162 -0.4617 -2.3571
H 0.7634 -1.8864 -1.8070
H -0.1212 -2.2109 -0.5088
H 1.5851 -2.1366 -0.3485
H -1.8880 0.4253 2.6107
H -2.6906 1.7421 1.9236
H -3.1863 0.2890 1.6555
*
```

Its structure (SMILES) is N/C=C(\[NH3+])CC[NH3+]. The electronic energy comes out at -323.8294 Eh. The value obtained for the HOMO energy is -16.40 eV. Its LUMO energy is -6.811 eV. The energy relative to the best compared isomer or geometry (same formula, charge and spin) is 167.1 kJ/mol.


Record 7
Formula: C4H13N3
Source: OMol25
Level of theory: wB97M-V/def2-TZVPD

Structure (ORCA input):
```
! RIJCOSX wB97M-V def2-TZVPD def2/J DEFGRID3
* xyz 2 3
C -2.0595 -0.3132 -0.3666
C 1.3182 0.0064 -1.4687
C 1.5705 1.3881 0.5656
C 1.3360 -0.0094 -0.1318
N -1.5211 0.8627 -0.0800
N -2.9934 -1.1300 -0.0655
N 1.5196 -1.1622 0.8688
H 1.0947 -0.8804 -2.0790
H 1.2865 1.0829 -1.8614
H -1.2230 -0.7150 -1.0368
H 1.9775 1.2885 1.5894
H 0.7326 1.8923 0.8646
H 2.1866 2.2218 -0.0544
H -0.7067 0.8947 -0.6734
H -2.1697 1.4690 0.4112
H -3.1654 -1.9954 -0.5879
H -3.7812 -1.0302 0.5540
H 2.5451 -1.1904 1.1102
H 1.0584 -2.0975 0.7966
H 0.9941 -0.5828 1.6452
*
```

The electronic energy comes out at -323.5890 Eh. The value obtained for the HOMO energy (alpha / beta) is -14.52 / -19.87 eV. Its LUMO energy (alpha / beta) is -7.217 / -11.161 eV. Its expectation value of S² is 2.006. The energy relative to the best compared isomer or geometry (same formula, charge and spin) is 141.6 kJ/mol.


Record 8
Formula: C4H13N3O
Source: OMol25
Level of theory: wB97M-V/def2-TZVPD

Structure (ORCA input):
```
! RIJCOSX wB97M-V def2-TZVPD def2/J DEFGRID3
* xyz 0 1
C -1.2291 1.3617 1.3777
N -0.5631 2.1786 0.5052
C 1.1047 -0.1757 1.4824
C 0.7390 -0.9000 2.5259
O -2.0561 0.5413 1.0200
H -1.3456 -0.6026 -0.4199
H -1.1124 1.6613 2.4315
H 0.1001 2.8499 0.8530
H -0.7304 2.0373 -0.4776
H 1.8886 0.5659 1.5713
H -0.0192 -1.6636 2.4295
H 1.1397 -0.7534 3.5212
C -0.2127 -0.4878 -2.1590
N 1.1863 -0.7834 -2.4204
N -0.5321 -1.0356 -0.8572
H 1.5599 -0.2322 -3.1902
H 0.6806 -0.4736 0.4452
H 1.3076 -1.7618 -2.6639
H -0.6826 -2.0365 -0.9005
H -0.8733 -0.8886 -2.9574
H -0.3498 0.5989 -2.1167
*
```

Its structure (SMILES) is NC=O.C=C.NCN. The electronic energy comes out at -399.6621 Eh. The value obtained for the HOMO energy is -8.80 eV. Its LUMO energy is 0.929 eV. The energy relative to the best compared isomer or geometry (same formula, charge and spin) is 223.7 kJ/mol.


Record 9
Formula: C4H13N3O
Source: OMol25
Level of theory: wB97M-V/def2-TZVPD

Structure (ORCA input):
```
! RIJCOSX wB97M-V def2-TZVPD def2/J DEFGRID3
* xyz 0 1
C -1.0038 0.0585 -1.5172
C -0.2734 0.8565 2.5588
C -1.6055 -1.1964 -2.1036
N -0.0095 0.0630 1.3633
H -0.2813 -0.9133 1.3332
H -0.7602 0.7869 -2.2919
H -1.7056 0.5426 -0.8345
H -0.5645 1.8705 2.2724
H 0.6211 0.8937 3.1857
H -1.0847 0.3897 3.1226
H -1.9756 -1.8628 -1.3192
H -0.8602 -1.7593 -2.6748
H -2.4069 -0.9447 -2.8056
N 2.1333 0.6297 0.5755
C 0.7365 0.6167 0.2572
O 0.9631 -1.5375 -0.9372
N 0.4739 -0.2061 -0.9031
H 1.8526 -1.5230 -0.5467
H 2.8039 0.5253 -0.1815
H 2.5571 1.0732 1.3822
H 0.3896 1.6369 0.0643
*
```

Its structure (SMILES) is CCN(O)[C@H](N)NC. The electronic energy comes out at -399.5926 Eh. The value obtained for the HOMO energy is -7.59 eV. Its LUMO energy is 0.978 eV. The energy relative to the best compared isomer or geometry (same formula, charge and spin) is 406.2 kJ/mol.


Record 10
Formula: C4H13N3O
Source: OMol25
Level of theory: wB97M-V/def2-TZVPD

Structure (ORCA input):
```
! RIJCOSX wB97M-V def2-TZVPD def2/J DEFGRID3
* xyz 0 1
C 2.1822 -0.3095 0.5275
C 0.8623 0.4122 0.6691
C -0.2149 0.2116 -0.3703
C -0.5356 1.2902 -1.2053
N -1.6605 1.1974 -2.0346
N -0.7638 -1.0321 -0.2676
N 2.0715 -1.7567 0.2933
H 2.7373 0.1650 -0.3369
H 2.6640 -0.2966 1.4718
H 1.1425 1.3543 0.9556
H 0.3667 -0.0950 1.5703
H 0.2135 2.0575 -1.2383
H -2.0974 2.1299 -2.2718
H -2.4968 0.5908 -1.7244
H 1.3868 -1.7665 -0.4359
H -1.4738 -1.0832 -1.0681
H 1.5337 -2.3062 0.9750
H 2.9305 -0.0665 2.3251
H -2.6907 0.4828 0.7044
H -2.8010 -0.9629 0.8220
O -3.3564 -0.2166 0.6392
*
```

The electronic energy comes out at -399.4302 Eh. The value obtained for the HOMO energy is -6.35 eV. Its LUMO energy is -2.503 eV. The energy relative to the best compared isomer or geometry (same formula, charge and spin) is 832.5 kJ/mol.


Record 11
Formula: C4H13N3O
Source: OMol25
Level of theory: wB97M-V/def2-TZVPD

Structure (ORCA input):
```
! RIJCOSX wB97M-V def2-TZVPD def2/J DEFGRID3
* xyz 0 1
C 1.7349 0.7946 2.1298
C 1.5059 0.1633 0.7518
C 0.3894 0.9188 0.0128
N -0.3393 0.1990 -1.0503
C -0.1959 -1.1948 -1.1201
N -0.8842 -1.8420 -0.1140
N 0.4448 -1.7147 -2.0781
H 0.7854 0.8483 2.6500
H 2.3696 0.1426 2.7262
H 2.2034 1.7825 2.0853
H 2.3960 0.1323 0.1318
H 1.1057 -0.8282 0.9495
H 0.8248 1.8119 -0.4320
H -0.3153 1.3504 0.7294
H -0.0546 0.5754 -1.9423
H -1.6069 -1.2841 0.3076
H -1.0419 -2.8346 -0.1602
H 0.4141 -2.7231 -2.1528
H -2.9927 1.9124 -0.8610
H -3.1149 0.4866 -1.3138
O -3.6282 1.3033 -1.2496
*
```

Its structure (SMILES) is [H]/N=C(\N)NCCC.O. The electronic energy comes out at -399.7106 Eh. The value obtained for the HOMO energy is -9.32 eV. Its LUMO energy is 0.702 eV. The energy relative to the best compared isomer or geometry (same formula, charge and spin) is 96.3 kJ/mol.


Record 12
Formula: C4H13N3O
Source: OMol25
Level of theory: wB97M-V/def2-TZVPD

Structure (ORCA input):
```
! RIJCOSX wB97M-V def2-TZVPD def2/J DEFGRID3
* xyz 0 1
C 1.8427 -1.1665 0.5514
C 1.1048 1.0270 0.3327
N 0.9420 1.5779 1.5876
O 0.9776 -1.9012 1.0470
N 1.6477 1.6012 -0.6713
H -0.6151 -1.4872 0.0252
H 1.4949 2.3870 1.8514
H 0.7225 0.9503 2.3443
H 2.0588 2.5174 -0.4458
H 2.0315 -1.1413 -0.5327
H 2.6566 -0.7503 1.1648
C -2.1992 -0.1825 0.2807
C -1.0452 -0.6834 -1.8423
N -0.9576 -0.6026 -0.3783
H 0.0258 0.1527 -0.0423
H -2.0459 -0.1986 1.3582
H -0.0872 -1.0201 -2.2328
H -3.0309 -0.8458 0.0280
H -2.4393 0.8341 -0.0308
H -1.2553 0.3096 -2.2381
H -1.8292 -1.3778 -2.1569
*
```

The electronic energy comes out at -399.6021 Eh. The value obtained for the HOMO energy is -7.69 eV. Its LUMO energy is 0.811 eV. The energy relative to the best compared isomer or geometry (same formula, charge and spin) is 381.3 kJ/mol.


Which formula does entry 11 have?
C4H13N3O


What is the formula in the fifth record?
C4H13N3


Repeat the third record exactly.
Formula: C4H13N3
Source: OMol25
Level of theory: wB97M-V/def2-TZVPD

Structure (ORCA input):
```
! RIJCOSX wB97M-V def2-TZVPD def2/J DEFGRID3
* xyz 0 1
C 0.4925 -0.9971 -0.8601
C -1.2059 1.9376 -0.0915
C -0.2307 0.8062 1.6980
C 0.2430 -2.1193 0.1007
N -1.0108 0.7444 0.6830
N -0.4061 -0.9101 -1.8904
N 1.5910 -0.3321 -0.7809
H -0.3815 -0.0854 -2.4702
H 1.7135 0.3540 -1.5232
H 2.1341 0.1159 0.6979
H -1.3358 -1.2564 -1.7149
H -1.0217 2.8700 0.4600
H -0.5288 1.9298 -0.9571
H -2.2252 1.9643 -0.4838
H -0.3310 -0.0138 2.4007
H -0.0809 1.7545 2.2273
H 2.0357 0.4373 1.5105
H -0.7677 -2.0569 0.4988
H 0.9618 -2.0705 0.9137
H 0.3545 -3.0724 -0.4184
*
```

The electronic energy comes out at -324.3672 Eh. The value obtained for the HOMO energy is -8.89 eV. Its LUMO energy is 0.971 eV. The energy relative to the best compared isomer or geometry (same formula, charge and spin) is 282.9 kJ/mol.


Which value of energy relative to the best compared isomer or geometry (same formula, charge and spin) does entry 3 give?
282.9 kJ/mol